Record 1
Molecular formula: C40H57BNNiO4
Method: DFT, ωB97M-V with the def2-TZVPD basis set

Structure (XYZ):
```
104
Properties=species:S:1:pos:R:3:forces:R:3
Ni -1.7748 0.8821 -1.1031 1.14 1.37 0.95
C 5.3287 0.5468 0.5599 -0.03 0.18 -0.05
C 4.7217 1.8982 0.1539 0.20 -0.04 0.12
C 4.5197 2.7465 1.4193 -0.01 -0.12 -0.13
C 5.7449 2.6395 -0.7130 -0.18 -0.14 0.09
C 3.3949 1.6727 -0.5682 -0.17 -0.07 0.46
C 2.2636 1.3359 0.1552 0.45 0.11 -0.16
C 1.0268 1.1685 -0.4819 -0.52 -0.26 0.05
N -0.1518 0.8310 0.0883 0.36 -0.09 -0.44
C -0.3890 0.4305 1.3660 -0.10 0.11 0.41
C 0.4844 -0.2279 2.2311 -0.18 0.09 0.05
C 0.0755 -0.5972 3.5039 0.01 -0.02 0.16
C -1.2085 -0.2344 3.9091 0.20 0.00 -0.14
C -2.1308 0.3999 3.0883 -0.06 0.01 -0.16
C -1.7667 0.6677 1.7463 0.34 -0.22 -0.16
O -2.5565 1.0954 0.8327 -0.52 0.02 -0.39
C -3.5024 0.7218 3.6725 -0.20 -0.01 0.16
C -4.1756 -0.5798 4.1363 0.04 0.15 -0.02
C -4.4520 1.4083 2.6886 -0.03 -0.07 0.10
C -3.3253 1.6601 4.8775 -0.06 -0.13 -0.14
C 1.0265 -1.3842 4.3979 0.15 -0.08 0.09
C 2.3524 -0.6186 4.5220 -0.15 -0.14 0.04
C 0.4924 -1.6115 5.8175 0.05 0.09 -0.29
C 1.2847 -2.7706 3.7857 0.02 0.20 0.13
C 0.8840 1.4785 -1.8869 -0.43 0.04 0.18
O -0.3008 1.5365 -2.3853 0.08 -0.20 -0.16
C 2.0727 1.7057 -2.6337 0.07 0.00 -0.12
C 3.2796 1.7778 -1.9621 -0.22 0.06 -0.19
C 1.9491 1.8646 -4.1429 0.06 -0.03 -0.20
C 1.2577 0.6071 -4.6911 -0.04 0.09 0.04
C 3.2987 2.0251 -4.8536 -0.21 0.00 0.17
C 1.0887 3.0974 -4.4513 -0.01 -0.12 0.01
H 6.2746 0.6961 1.0805 0.14 0.00 0.09
H 4.6562 0.0052 1.2200 -0.11 -0.10 0.07
H 5.5149 -0.0658 -0.3199 0.00 -0.10 -0.09
H 5.4888 2.9979 1.8512 0.08 0.01 0.07
H 3.9979 3.6699 1.1779 -0.06 0.11 0.00
H 3.9470 2.2173 2.1762 -0.10 -0.03 0.08
H 6.6448 2.8326 -0.1304 0.08 0.02 0.06
H 6.0351 2.0515 -1.5787 0.05 -0.03 -0.18
H 5.3394 3.5911 -1.0472 -0.01 0.14 -0.13
H 2.3046 1.2471 1.2285 0.03 -0.01 0.11
H 1.4576 -0.5215 1.8726 0.17 -0.01 -0.09
H -1.5134 -0.4773 4.9140 -0.05 -0.04 0.17
H -4.2676 -1.2633 3.2948 -0.04 -0.10 -0.08
H -3.5987 -1.0739 4.9149 0.05 -0.08 0.08
H -5.1718 -0.3737 4.5302 -0.11 0.01 0.04
H -4.6562 0.7593 1.8429 -0.06 0.07 -0.08
H -5.3941 1.6406 3.1901 -0.06 -0.01 0.16
H -4.0201 2.3295 2.3117 -0.02 0.08 -0.11
H -2.7225 1.2011 5.6568 0.10 -0.04 0.12
H -2.8345 2.5787 4.5640 0.06 0.12 -0.02
H -4.2965 1.9138 5.3016 -0.13 0.04 0.07
H 2.1698 0.3723 4.9353 0.03 0.10 0.01
H 3.0376 -1.1503 5.1810 0.14 -0.07 0.08
H 2.8333 -0.5052 3.5547 0.09 0.06 -0.12
H 0.2764 -0.6683 6.3157 -0.07 0.09 0.07
H -0.4077 -2.2235 5.8040 -0.12 -0.02 0.06
H 1.2517 -2.1356 6.3984 0.02 -0.05 0.07
H 1.7141 -2.6907 2.7915 0.05 0.01 -0.18
H 1.9729 -3.3367 4.4137 0.11 -0.10 0.05
H 0.3521 -3.3262 3.7105 -0.11 -0.06 -0.05
H 4.1707 1.9456 -2.5419 0.13 0.10 -0.09
H 1.8704 -0.2718 -4.4901 0.06 -0.11 -0.04
H 0.3003 0.4816 -4.1941 -0.06 -0.12 -0.05
H 1.0915 0.6884 -5.7663 0.05 0.02 -0.13
H 3.9603 1.1843 -4.6477 0.10 -0.06 0.02
H 3.1400 2.0696 -5.9319 -0.06 -0.02 -0.05
H 3.7934 2.9501 -4.5602 0.12 0.07 0.08
H 0.1178 2.9819 -3.9802 -0.08 0.08 -0.02
H 1.5621 4.0004 -4.0686 0.08 0.12 0.03
H 0.9547 3.2049 -5.5277 0.00 0.03 -0.16
C -1.4026 -3.6311 -3.4126 0.12 0.24 0.27
C -0.7747 -2.8142 -2.2675 -0.13 -0.65 -0.35
C 0.7326 -3.0621 -2.2235 -0.44 0.22 0.00
O -1.0275 -1.4626 -2.6135 0.49 0.26 -0.35
B -2.1269 -1.0214 -1.9091 0.00 -0.14 0.08
O -2.4956 -1.9310 -0.9383 -0.54 -0.05 0.21
C -1.5499 -2.9952 -0.9104 0.38 -0.42 0.16
C -2.3188 -4.3092 -0.7897 0.13 0.42 -0.09
C -0.6569 -2.8183 0.3173 -0.27 0.18 -0.38
H -0.9535 -3.3036 -4.3476 0.08 0.02 -0.07
H -2.4680 -3.4108 -3.4618 -0.10 -0.10 -0.04
H -1.2507 -4.7011 -3.3033 -0.02 -0.16 0.04
H 1.1434 -2.8722 -3.2134 0.03 -0.02 -0.08
H 0.9456 -4.0928 -1.9458 0.04 -0.10 0.06
H 1.2172 -2.3831 -1.5296 0.07 0.04 0.13
H -3.1014 -4.3687 -1.5383 -0.09 -0.08 -0.10
H -2.7807 -4.3480 0.1916 -0.07 -0.06 0.16
H -1.6423 -5.1504 -0.8996 0.10 -0.23 0.01
H -0.1219 -1.8788 0.2325 0.18 0.05 0.08
H 0.0424 -3.6449 0.4245 0.11 -0.06 0.01
H -1.2866 -2.7598 1.2029 -0.03 0.01 0.10
C -4.9711 1.7282 -3.7494 -0.14 0.18 0.31
C -4.8918 1.6790 -2.3700 -0.19 0.37 -0.23
C -3.9824 0.8347 -1.7381 -0.23 -0.57 -0.09
C -3.0795 0.0786 -2.5114 -0.64 -0.36 0.06
C -3.1597 0.1734 -3.9110 0.08 0.18 -0.11
C -4.1134 0.9587 -4.5234 0.25 -0.17 -0.10
H -5.7248 2.3387 -4.2308 0.00 0.08 0.03
H -5.5706 2.2777 -1.7766 -0.05 -0.04 0.06
H -4.0928 0.6486 -0.6736 0.12 0.11 -0.05
H -2.4902 -0.4317 -4.5049 0.13 0.00 -0.08
H -4.2063 0.9731 -5.6022 0.06 -0.02 -0.02
```
Positions in Å, forces in eV/Å.

**ΔE to the lowest compared entry with this formula, charge and spin**: 0.000 eV
**Total charge**: -1
**Frontier orbital gap (alpha / beta)**: 0.21717 / 0.20702 hartree
**Spin multiplicity**: 3

Record 2
Molecular formula: C2H3KO2
Method: DFT, ωB97M-V with the def2-TZVPD basis set

Structure (XYZ):
```
8
Properties=species:S:1:pos:R:3:forces:R:3
O -1.0008 -1.5466 2.7698 2.32 -4.18 -0.39
K -1.1620 -1.2534 0.5877 -0.52 1.84 -3.64
O -0.3417 -2.6850 2.0560 -1.55 2.52 3.79
C 0.8722 1.0479 -0.7816 -0.40 1.17 0.37
C -0.0372 0.7852 -1.6967 -0.57 -2.76 -1.55
H 0.8709 2.0039 -0.2364 0.54 0.20 0.34
H 1.6810 0.3456 -0.5443 -0.15 0.15 0.17
H -0.8823 1.3023 -2.1545 0.32 1.05 0.91
```
Positions in Å, forces in eV/Å.

**Total charge**: -1
**Frontier orbital gap (alpha / beta)**: 0.15121 / 0.15146 hartree
**Spin multiplicity**: 2